Entry 1:
{
  "formula": "C37H51BN5O4Re",
  "method": "ωB97M-V/def2-TZVPD",
  "s2": 0.871,
  "spin_multiplicity": 2,
  "total_charge": 1,
  "relative_energy_kcal_mol": 0.0,
  "species": ["Re", "O", "O", "O", "O", "N", "N", "N", "N", "N", "C", "C", "C", "C", "C", "C", "C", "C", "C", "C", "C", "C", "C", "C", "C", "C", "C", "C", "C", "C", "C", "C", "C", "C", "C", "C", "C", "C", "C", "C", "C", "C", "C", "C", "C", "C", "C", "B", "H", "H", "H", "H", "H", "H", "H", "H", "H", "H", "H", "H", "H", "H", "H", "H", "H", "H", "H", "H", "H", "H", "H", "H", "H", "H", "H", "H", "H", "H", "H", "H", "H", "H", "H", "H", "H", "H", "H", "H", "H", "H", "H", "H", "H", "H", "H", "H", "H", "H", "H"],
  "coordinates": [[-0.542, -0.226, -0.160], [-0.579, -1.646, -1.602], [0.581, 0.924, -1.311], [-1.769, 2.262, -3.580], [-1.099, 0.187, -4.284], [-1.545, -1.790, 0.894], [-0.263, 1.290, 1.512], [-2.070, 0.651, -0.889], [-3.012, -3.447, 1.552], [1.325, -0.969, 0.595], [1.202, 2.569, -9.165], [-1.642, 1.569, 1.981], [3.137, 2.824, -7.593], [-1.926, -4.415, 1.735], [4.066, -0.150, -1.672], [1.301, -1.554, 1.944], [1.814, 0.759, -1.774], [-2.543, 2.300, 0.977], [0.394, 2.552, 1.093], [1.875, 2.009, -7.903], [-4.893, -4.709, 0.529], [2.301, 0.567, -8.179], [2.762, -0.072, -1.146], [-4.102, -3.115, -3.191], [-3.935, -1.269, 0.994], [2.486, -0.779, 0.072], [-1.801, -3.419, -2.550], [0.559, 0.782, 2.661], [-0.905, 2.397, -4.652], [0.890, 2.104, -6.737], [0.381, 0.963, -6.113], [-2.982, -3.929, -3.056], [-4.376, -3.953, 1.746], [3.478, 1.384, -3.406], [-4.002, -1.774, -2.852], [0.467, -0.713, 2.925], [-2.368, 2.037, -0.526], [-2.818, -1.237, -2.356], [-0.506, 1.146, -5.076], [-1.706, -2.075, -2.165], [-0.438, 3.542, -5.257], [2.202, 1.497, -2.902], [-2.770, -2.197, 1.142], [0.466, 3.365, -6.298], [4.423, 0.550, -2.797], [-1.337, -4.969, 0.442], [-2.690, 0.250, -2.170], [-1.845, 0.894, -3.367], [4.789, -0.782, -1.170], [-0.746, 4.526, -4.931], [0.836, -0.907, 3.933], [0.851, 4.248, -6.789], [-4.702, -1.715, 0.364], [1.461, -0.050, -8.505], [-3.569, 2.062, 1.266], [-2.341, -5.232, 2.323], [-2.441, 3.378, 1.116], [5.425, 0.475, -3.196], [-5.029, -3.513, -3.580], [2.330, -1.629, 2.306], [3.044, 0.556, -8.977], [-4.374, -1.051, 1.971], [0.281, 2.028, -9.386], [-0.910, -4.197, -0.197], [-0.152, 3.035, 0.293], [-3.275, 2.374, -1.032], [-4.370, -5.656, 0.396], [-2.101, -5.479, -0.142], [3.811, 2.806, -8.451], [-0.889, -2.560, 0.962], [-0.576, -1.023, 2.913], [0.675, -0.036, -6.400], [-3.692, 0.695, -2.227], [-1.600, 2.166, 2.900], [-4.760, -4.119, -0.381], [0.261, 1.338, 3.555], [-5.954, -4.929, 0.646], [1.475, 2.150, -3.364], [-5.034, -3.125, 1.994], [-1.151, -3.958, 2.362], [-3.605, -0.349, 0.535], [-0.922, -4.042, -2.448], [-4.855, -1.119, -2.994], [3.669, 2.405, -6.736], [1.871, 2.474, -10.022], [0.953, 3.625, -9.048], [2.911, 3.867, -7.371], [0.912, -2.575, 1.893], [-1.562, 2.649, -0.943], [0.460, 3.231, 1.950], [3.357, -1.159, 0.608], [-0.552, -5.687, 0.681], [1.395, 2.329, 0.731], [3.751, 1.954, -4.285], [-4.353, -4.601, 2.623], [1.596, 1.051, 2.456], [-2.076, 0.604, 2.249], [2.751, 0.103, -7.299], [-3.032, -4.970, -3.350]],
  "atomic_forces_ev_per_a": [[-0.611, 0.365, -0.418], [0.187, -0.033, -0.086], [0.186, -0.108, 0.244], [0.023, -0.050, 0.026], [-0.082, -0.036, 0.080], [0.053, 0.108, 0.159], [-0.070, 0.005, -0.048], [0.268, -0.034, 0.120], [-0.004, -0.044, 0.073], [0.197, -0.082, 0.140], [0.026, 0.008, 0.013], [-0.020, -0.035, -0.001], [-0.004, -0.005, -0.002], [-0.022, -0.018, 0.007], [-0.015, 0.026, -0.032], [0.056, 0.050, 0.019], [-0.034, 0.009, -0.061], [0.037, -0.015, -0.039], [-0.019, 0.032, 0.027], [-0.013, -0.004, -0.020], [-0.017, 0.022, 0.004], [-0.010, 0.004, -0.021], [0.012, 0.029, -0.092], [-0.026, -0.003, -0.006], [0.036, -0.008, 0.046], [-0.101, -0.083, -0.052], [-0.027, 0.097, -0.023], [0.017, -0.048, -0.031], [-0.018, -0.010, -0.040], [-0.005, -0.021, -0.007], [0.021, 0.000, 0.085], [-0.020, -0.014, -0.021], [-0.029, -0.044, -0.011], [0.002, -0.042, 0.016], [0.009, -0.003, 0.032], [-0.053, 0.008, -0.044], [-0.083, -0.074, 0.013], [0.068, -0.026, -0.013], [0.024, 0.062, -0.028], [-0.152, -0.020, 0.058], [0.022, -0.031, 0.061], [-0.007, -0.059, 0.076], [0.081, -0.046, -0.106], [0.001, 0.025, -0.006], [0.004, 0.013, 0.022], [0.019, -0.017, 0.024], [0.052, 0.013, -0.192], [0.037, -0.009, 0.200], [0.011, -0.004, 0.000], [-0.014, 0.008, -0.004], [0.013, 0.020, 0.002], [0.000, 0.007, -0.011], [0.020, 0.021, -0.033], [-0.009, -0.001, 0.012], [-0.009, 0.008, -0.021], [0.011, 0.004, 0.027], [0.010, 0.000, 0.004], [0.005, -0.010, -0.007], [-0.003, 0.001, -0.007], [-0.025, -0.011, 0.028], [-0.002, 0.000, -0.010], [0.013, -0.019, -0.022], [-0.002, -0.010, -0.002], [0.012, 0.022, 0.028], [0.000, -0.013, 0.007], [-0.020, -0.021, 0.026], [0.013, 0.006, -0.010], [0.003, 0.006, -0.005], [0.018, -0.012, 0.000], [-0.033, 0.041, -0.037], [0.013, -0.011, 0.013], [-0.008, -0.006, -0.009], [-0.001, -0.054, 0.069], [0.014, 0.006, -0.016], [-0.009, 0.009, -0.006], [0.018, 0.007, -0.001], [-0.002, -0.019, 0.019], [-0.039, 0.031, -0.041], [0.029, -0.045, -0.009], [-0.008, 0.003, -0.018], [0.059, 0.138, -0.066], [0.000, 0.018, -0.022], [-0.002, -0.001, -0.010], [0.001, -0.008, 0.009], [0.008, 0.006, -0.006], [-0.008, 0.009, 0.000], [-0.011, 0.019, -0.008], [0.012, 0.012, 0.009], [-0.024, 0.024, -0.014], [-0.005, -0.001, -0.004], [-0.005, 0.011, 0.004], [-0.001, -0.013, 0.015], [-0.008, 0.000, -0.004], [-0.008, 0.008, 0.003], [-0.030, 0.003, -0.005], [0.007, -0.038, -0.023], [-0.011, 0.008, 0.012], [0.014, 0.000, 0.005], [-0.006, -0.008, -0.006]]
}

***

Entry 2:
{
  "formula": "C37H52BF3IrN6",
  "method": "ωB97M-V/def2-TZVPD",
  "energy_ha": -2198.56706,
  "total_charge": -1,
  "species": ["Ir", "F", "F", "F", "N", "N", "N", "N", "N", "N", "C", "C", "C", "C", "C", "C", "C", "C", "C", "C", "C", "C", "C", "C", "C", "C", "C", "C", "C", "C", "C", "C", "C", "C", "C", "C", "C", "C", "C", "C", "C", "C", "C", "C", "C", "C", "C", "B", "H", "H", "H", "H", "H", "H", "H", "H", "H", "H", "H", "H", "H", "H", "H", "H", "H", "H", "H", "H", "H", "H", "H", "H", "H", "H", "H", "H", "H", "H", "H", "H", "H", "H", "H", "H", "H", "H", "H", "H", "H", "H", "H", "H", "H", "H", "H", "H", "H", "H", "H", "H"],
  "coordinates": [[-0.177, 1.433, 0.835], [8.459, 3.816, -2.277], [8.392, 5.274, -0.677], [9.044, 3.251, -0.281], [0.470, -0.626, 1.329], [-2.462, -0.647, 0.943], [-1.158, -0.722, -1.226], [-0.494, 0.453, -1.134], [-0.160, -1.713, 0.836], [-2.277, 0.697, 1.108], [-1.384, -1.027, -2.522], [4.985, 1.940, -0.827], [6.731, 3.586, -0.677], [-4.262, -2.389, 1.459], [0.487, -2.838, 1.204], [2.418, -0.122, 2.780], [-1.652, -2.776, -4.289], [-3.707, -0.993, 1.335], [-0.852, -0.006, -3.285], [-5.085, 2.911, 2.304], [-2.172, -2.225, -2.964], [6.275, 2.343, -1.107], [2.779, 2.352, 0.190], [0.348, -5.270, 1.774], [8.136, 3.984, -0.973], [-0.449, 3.077, -3.578], [-3.655, -1.859, -3.071], [5.880, 4.416, 0.041], [0.118, -4.204, 0.705], [4.588, 4.012, 0.322], [4.103, 2.763, -0.102], [-4.357, 0.159, 1.720], [-3.359, -3.304, 2.287], [-3.697, 2.665, 1.722], [0.901, -4.522, -0.573], [0.389, 2.204, -2.645], [3.854, -0.238, 2.272], [-3.429, 1.196, 1.551], [-3.526, 3.395, 0.387], [2.339, -0.395, 4.283], [-0.304, 0.906, -2.366], [1.636, 1.998, 0.445], [1.561, -2.455, 1.984], [1.785, 1.961, -3.217], [1.509, -1.050, 2.036], [-0.317, 3.019, 1.793], [-4.683, -3.041, 0.139], [-1.470, -1.483, 0.075], [3.924, 4.659, 0.879], [2.978, 0.303, 4.830], [2.377, 1.363, -2.525], [0.614, -5.499, -0.972], [2.672, -1.411, 4.518], [1.974, -4.534, -0.369], [-5.866, 2.552, 1.629], [-1.980, -2.528, -0.185], [4.502, 0.476, 2.787], [6.227, 5.384, 0.378], [-0.599, -3.050, -4.218], [-3.684, 4.469, 0.514], [-5.242, 3.981, 2.452], [-4.022, -1.436, -2.135], [-5.181, -2.246, 2.037], [-0.859, 0.075, -4.359], [-4.251, 3.023, -0.343], [2.058, 0.889, 2.588], [2.306, 2.909, -3.372], [0.714, -3.766, -1.338], [2.292, -3.097, 2.448], [-2.966, 3.070, 2.419], [-5.362, 0.227, 2.102], [-5.212, 2.412, 3.267], [-0.941, -4.198, 0.444], [-1.180, 3.329, 2.387], [-5.206, -3.980, 0.339], [0.048, 4.034, -3.749], [0.494, 3.745, 1.904], [-1.753, -2.035, -5.084], [1.729, 1.438, -4.177], [4.633, 0.974, -1.164], [-3.084, -2.828, 3.229], [-2.518, 3.236, 0.003], [1.317, -0.281, 4.646], [-1.434, 3.273, -3.151], [0.061, -6.255, 1.401], [3.898, -0.021, 1.205], [0.493, 2.709, -1.683], [-5.354, -2.388, -0.419], [-3.874, -4.242, 2.510], [1.402, -5.314, 2.056], [6.934, 1.692, -1.668], [-2.222, -3.660, -4.584], [-0.231, -5.056, 2.673], [-2.063, -3.001, -2.203], [-3.798, -1.110, -3.854], [-0.591, 2.596, -4.551], [4.251, -1.243, 2.444], [-3.824, -3.264, -0.493], [-2.438, -3.542, 1.756], [-4.260, -2.736, -3.316]],
  "atomic_forces_ev_per_a": [[-0.036, -0.066, -0.010], [0.006, -0.001, -0.011], [0.004, 0.004, 0.001], [0.007, 0.001, 0.005], [0.011, 0.006, -0.047], [0.026, 0.019, -0.035], [0.017, 0.014, 0.002], [0.008, 0.014, -0.040], [-0.006, 0.000, -0.010], [0.011, 0.000, 0.021], [-0.019, 0.026, -0.015], [0.025, -0.017, -0.003], [-0.002, 0.014, 0.005], [-0.022, 0.003, -0.003], [0.015, -0.011, 0.024], [-0.003, 0.000, 0.010], [0.006, 0.001, -0.006], [0.002, -0.016, -0.008], [0.027, -0.027, -0.011], [-0.019, -0.001, 0.020], [0.001, 0.008, 0.004], [-0.020, -0.013, -0.010], [0.019, -0.003, -0.018], [0.011, 0.003, -0.004], [-0.008, 0.000, 0.004], [-0.006, 0.006, -0.001], [-0.014, 0.010, -0.003], [-0.010, -0.005, 0.007], [-0.014, 0.018, -0.007], [0.006, 0.012, 0.006], [-0.012, 0.008, -0.002], [0.018, -0.019, 0.055], [0.014, -0.017, 0.003], [0.055, 0.017, -0.006], [-0.006, 0.007, -0.013], [-0.018, -0.009, 0.009], [-0.009, -0.002, 0.000], [-0.020, 0.021, -0.083], [0.018, -0.016, 0.016], [0.002, 0.000, 0.015], [-0.020, -0.012, 0.011], [0.002, 0.037, -0.001], [0.003, 0.002, -0.009], [0.008, 0.009, -0.001], [0.007, -0.009, 0.035], [-0.023, -0.023, 0.058], [0.005, -0.023, 0.007], [-0.033, -0.022, 0.029], [-0.002, -0.001, -0.001], [-0.003, -0.002, 0.000], [0.007, -0.006, 0.007], [-0.002, 0.002, 0.000], [-0.002, 0.001, -0.003], [-0.003, 0.001, 0.002], [0.005, -0.004, -0.005], [0.028, 0.014, 0.015], [-0.005, -0.001, -0.001], [0.004, -0.002, -0.003], [-0.004, 0.000, 0.002], [-0.011, -0.005, 0.006], [0.006, -0.001, 0.005], [0.015, 0.000, -0.020], [-0.002, 0.004, -0.012], [0.005, -0.001, 0.003], [0.002, -0.005, 0.002], [0.007, -0.008, 0.003], [-0.004, -0.005, 0.000], [-0.002, 0.001, 0.003], [-0.004, 0.011, -0.004], [-0.008, -0.009, 0.037], [0.007, -0.003, -0.004], [-0.008, 0.016, -0.010], [-0.005, -0.014, 0.018], [-0.003, 0.041, -0.026], [-0.005, 0.006, 0.010], [-0.001, -0.001, 0.003], [-0.006, 0.012, -0.011], [-0.002, -0.001, 0.003], [-0.001, 0.003, 0.009], [-0.006, 0.001, -0.002], [-0.006, -0.003, -0.001], [-0.001, 0.000, -0.025], [0.003, 0.002, -0.007], [0.003, -0.002, -0.001], [0.002, 0.008, 0.000], [0.001, -0.004, 0.012], [0.003, 0.002, 0.002], [-0.004, -0.008, 0.005], [0.004, 0.000, -0.006], [-0.001, -0.003, -0.005], [0.001, 0.003, 0.000], [0.001, 0.001, 0.003], [0.001, 0.000, -0.002], [0.000, -0.004, -0.011], [0.006, -0.005, -0.005], [0.004, 0.000, 0.006], [0.001, 0.003, -0.003], [-0.033, -0.003, 0.010], [0.001, 0.023, 0.007], [0.000, 0.004, 0.007]]
}